Below is a structure of composition C3H7N3O at a distorted geometry, with properties calculated with wB97M-V/def2-TZVPD.

Properties
Energy above the lowest of the compared OMol25 structures with the same formula, charge and spin in kcal per mole: 166.1
E in Ha: -357.78511
Kohn-Sham gap (spin up / spin down) in eV: 7.2578 / 7.2508
E_LUMO (spin up / spin down) in eV: -0.415 / -0.419
Charge: 0
Spin multiplicity: 1

The geometry in XYZ format:
```
14
Properties=species:S:1:pos:R:3:nbo_charge:R:1
C -0.75350 -1.03662 -0.90301 -0.442
N 0.09939 -0.99420 0.29180 -0.375
N 1.40890 -1.04055 -0.00774 -0.129
C 0.13576 0.81744 0.79119 0.096
C -0.95415 1.60525 0.67092 -0.580
N 2.06171 0.05501 -0.29547 0.155
O 1.20161 1.05294 -0.30730 -0.332
H 2.00070 -1.80506 0.31007 0.396
H 0.60598 0.67294 1.75963 0.186
H -1.73484 -0.67943 -0.58752 0.222
H -0.39800 -0.40343 -1.72299 0.183
H -0.85049 -2.06424 -1.25936 0.198
H -1.33617 1.90062 -0.29636 0.205
H -1.48691 1.91933 1.55613 0.217
```

=====

Below is an isolated molecule of C23H32N2O6, with properties calculated with wB97M-V/def2-TZVPD.

Properties
Energy above the lowest of the compared OMol25 structures with the same formula, charge and spin in kcal per mole: 28.8
SMILES: CCOC(=O)C1CCN(C(=O)c2ccc(OC3CCN(C(=O)COC)CC3)cc2)CC1
E in Ha: -1456.60816
Kohn-Sham gap in eV: 9.1803
E_LUMO in eV: 0.651
Charge: 0
Spin multiplicity: 1

The geometry in XYZ format:
```
63
Properties=species:S:1:pos:R:3:nbo_charge:R:1
C 9.28277 -0.39115 -0.22809 -0.634
C 8.39983 -1.59166 0.07906 -0.078
O 7.26838 -1.21663 0.86906 -0.506
C 6.20458 -0.72894 0.22636 0.808
O 6.13663 -0.62467 -0.97149 -0.623
C 5.13138 -0.33042 1.22293 -0.312
C 3.75147 -0.87433 0.82896 -0.400
C 3.19483 -0.15295 -0.40184 -0.229
N 3.16784 1.26959 -0.16655 -0.435
C 2.05738 2.00624 0.06243 0.675
O 2.10218 3.17847 0.38776 -0.620
C 0.75452 1.29105 -0.14278 -0.151
C 0.06746 0.75756 0.94251 -0.168
C -1.14832 0.13506 0.76004 -0.277
C -1.71493 0.04013 -0.51261 0.391
O -2.89914 -0.62609 -0.57247 -0.533
C -3.59400 -0.73316 -1.80388 0.097
C -4.26356 0.59743 -2.20126 -0.446
C -5.70375 0.65056 -1.67707 -0.228
N -5.77550 0.00168 -0.38614 -0.439
C -5.84184 0.76298 0.72446 0.653
O -5.93554 1.97686 0.67915 -0.630
C -5.81656 0.03455 2.07148 -0.160
O -6.71223 -1.04818 2.17866 -0.535
C -8.06140 -0.64840 2.16443 -0.253
C -5.56639 -1.42995 -0.41979 -0.207
C -4.65985 -1.81142 -1.59693 -0.418
C -1.04129 0.59652 -1.59508 -0.327
C 0.18375 1.21325 -1.40397 -0.165
C 4.47721 1.83093 0.08339 -0.237
C 5.07952 1.20304 1.33950 -0.396
H 10.16296 -0.71691 -0.77465 0.218
H 9.59558 0.09185 0.69452 0.211
H 8.73695 0.32621 -0.83610 0.221
H 8.04503 -2.04968 -0.84997 0.199
H 8.93300 -2.33066 0.68019 0.190
H 5.42973 -0.75082 2.18825 0.233
H 3.81418 -1.94463 0.62653 0.216
H 3.06885 -0.72376 1.66839 0.209
H 2.18887 -0.51131 -0.62348 0.226
H 3.84354 -0.35028 -1.26067 0.224
H 0.48940 0.83376 1.93366 0.218
H -1.68632 -0.28912 1.59317 0.221
H -2.89759 -1.06005 -2.58948 0.186
H -3.69256 1.41746 -1.76356 0.232
H -4.26089 0.71498 -3.28533 0.215
H -6.38891 0.14387 -2.36336 0.187
H -6.02606 1.68504 -1.54957 0.254
H -6.02158 0.78941 2.84368 0.199
H -4.81534 -0.37423 2.23827 0.206
H -8.32189 -0.14210 1.22813 0.170
H -8.65280 -1.55630 2.26601 0.194
H -8.28094 0.02769 2.99894 0.172
H -6.53072 -1.94583 -0.51063 0.196
H -5.10146 -1.74909 0.51105 0.223
H -4.18162 -2.76655 -1.38144 0.227
H -5.22973 -1.91516 -2.52054 0.208
H -1.45548 0.56166 -2.59038 0.219
H 0.70001 1.64160 -2.25039 0.220
H 4.35818 2.90817 0.21302 0.248
H 5.11477 1.63224 -0.78321 0.209
H 6.08094 1.60076 1.51117 0.216
H 4.45648 1.46382 2.19754 0.216
```

=====

Below is a cluster of 5 separate species, C25H34F4N3O21P2S in total at a distorted geometry, with properties calculated with wB97M-V/def2-TZVPD.

Properties
E in Ha: -4197.47398
Kohn-Sham gap in eV: 6.4804
E_LUMO in eV: -5.182
Charge: +1
Spin multiplicity: 1

The geometry in XYZ format:
```
90
Properties=species:S:1:pos:R:3:lowdin_charge:R:1
C -1.98864 -4.90499 2.32973 -0.111
S -1.80748 -3.25195 1.50095 0.679
O -3.16483 -2.94736 1.06778 -0.283
O -1.01925 -3.34663 0.27267 -0.295
N -1.09905 -2.19213 2.68434 -0.081
C -1.72649 -1.07754 3.24317 -0.123
C -3.14308 -0.66339 2.77368 -0.120
C -4.31097 -1.53500 3.35901 -0.220
N -4.36325 -2.04891 4.52199 0.116
C -1.09740 -0.24815 4.28760 -0.044
P -2.03279 1.19720 5.05681 0.565
O -3.44470 0.81935 5.32130 -0.252
O -1.93893 2.46121 3.99798 -0.109
O -1.42683 1.67958 6.50784 -0.127
C 0.28773 -0.55990 4.73630 -0.053
C 1.07805 0.26048 5.78015 -0.115
C 0.79212 -0.16691 7.28320 -0.213
O 1.57785 -1.28495 7.70318 -0.069
C 0.94047 -1.73467 4.09913 -0.095
C 2.42067 -2.04433 4.53407 -0.110
C 3.49743 -1.17474 3.71588 -0.067
C 2.86160 -0.01708 2.88246 -0.481
O 2.24565 -0.13651 1.86019 0.113
O 3.00800 1.28697 3.36980 0.076
C 0.21802 -2.51471 3.09635 -0.200
P 1.18873 -4.02181 2.34090 0.925
N 2.73527 -3.51626 1.75370 -0.126
O 1.51045 -5.13398 3.59380 -0.286
H -1.20869 -5.59296 1.92298 0.063
H -3.03540 -5.27626 2.23412 0.090
H -1.80029 -4.76780 3.43490 0.073
H -3.40810 0.41008 2.99185 0.114
H -3.11839 -0.68472 1.64420 0.127
H -5.19412 -1.70598 2.68507 0.128
H -3.50566 -1.77505 5.02254 0.036
H -1.18230 2.28563 3.39998 0.049
H -0.90260 2.50171 6.43729 0.103
H 2.18808 0.23463 5.65467 0.111
H 0.79333 1.33825 5.61994 0.117
H 0.95422 0.68342 8.00097 0.140
H -0.28913 -0.46976 7.33063 0.124
H 0.99778 -2.03087 7.93343 0.107
H 2.69156 -3.12173 4.44930 0.093
H 2.59482 -1.77798 5.61320 0.105
H 4.12512 -1.78771 3.02674 0.112
H 4.21877 -0.69221 4.43731 0.128
H 3.73996 1.30407 4.01268 0.112
H 3.42831 -3.72284 2.47874 0.041
H 2.75490 -2.53647 1.45534 0.043
H 0.67694 -5.41193 4.01196 0.053
C 0.42044 2.86823 -0.36236 -0.060
C -0.34262 2.95005 0.92277 -0.312
O -0.49860 4.33706 1.11837 0.134
C -0.51486 4.88867 -0.13761 -0.530
O -0.89106 5.98538 -0.37812 0.196
O -0.05347 4.01185 -1.06869 0.095
F 0.38550 2.44287 1.96467 0.041
H 1.50056 2.95351 -0.21692 0.156
H 0.21121 1.95193 -0.91081 0.100
H -1.32532 2.47025 0.89247 0.176
C 1.14436 0.74538 -4.40964 -0.048
C -0.00954 -0.01478 -4.98381 -0.305
O -0.67273 -0.50816 -3.83111 0.145
C -0.41781 0.39619 -2.84677 -0.529
O -1.02406 0.45722 -1.81952 0.147
O 0.60483 1.22533 -3.17794 0.078
F 0.41746 -1.06853 -5.72275 0.078
H 2.00734 0.10700 -4.20377 0.156
H 1.46111 1.56783 -5.04778 0.098
H -0.70053 0.59264 -5.57367 0.171
C 4.35147 3.73404 -7.72207 -0.053
C 3.19648 2.97191 -8.30181 -0.313
O 2.53389 2.47908 -7.15038 0.129
C 2.78736 3.38324 -6.16127 -0.529
O 2.18048 3.44085 -5.13800 0.166
O 3.81000 4.21163 -6.49114 0.088
F 3.62352 1.92158 -9.04055 0.083
H 5.21390 3.09607 -7.51623 0.149
H 4.66902 4.55897 -8.35800 0.146
H 2.50506 3.57890 -8.89091 0.180
C -3.23117 -0.73255 -7.46028 -0.064
C -3.72757 -0.90350 -8.86634 -0.320
O -3.96728 0.42684 -9.28321 0.143
C -3.08889 1.20111 -8.58398 -0.539
O -2.81719 2.32178 -8.86010 0.186
O -2.55448 0.52129 -7.52856 0.052
F -4.89727 -1.58485 -8.89257 0.081
H -4.04356 -0.66750 -6.73285 0.149
H -2.55215 -1.52920 -7.15742 0.140
H -3.01133 -1.37601 -9.54311 0.177
```

=====

Below is a structure of composition C37H41N7SSiZn, with properties calculated with wB97M-V/def2-TZVPD.

Properties
Energy above the lowest of the compared OMol25 structures with the same formula, charge and spin in kcal per mole: 0.0
E in Ha: -4284.84886
Kohn-Sham gap in eV: 6.9846
E_LUMO in eV: 0.494
Charge: 0
Spin multiplicity: 1

The geometry in XYZ format:
```
88
Properties=species:S:1:pos:R:3:lowdin_charge:R:1
Zn 0.62608 0.79169 -0.14646 0.552
C 4.90755 6.35178 -2.08817 -0.060
C 3.86065 5.41995 -1.52874 -0.294
C 2.83708 5.87976 -0.70191 -0.053
C 1.89860 5.01554 -0.18943 -0.025
C 1.87954 3.62925 -0.47904 -0.228
N 0.92888 2.79605 0.03068 -0.035
C -0.25396 3.28931 0.59457 -0.278
C -1.08401 4.23570 -0.02507 -0.029
C -2.31690 4.58088 0.49316 -0.038
C -2.80946 3.98520 1.65604 -0.276
C -4.19575 4.28723 2.17214 -0.050
C -2.00485 3.05210 2.28177 0.003
C -0.74770 2.72413 1.78154 -0.138
N 0.03811 1.78941 2.54528 -0.050
C 0.11551 1.72093 3.89212 -0.050
C 0.91898 0.65256 4.21283 -0.047
C 1.29930 0.11261 2.97662 -0.130
N 0.76857 0.80532 1.98069 0.010
C 2.95775 3.16384 -1.26727 -0.091
C 3.90213 4.06158 -1.77081 -0.006
N 3.16706 1.76114 -1.57640 -0.041
C 4.08253 1.27991 -2.44760 -0.059
C 4.10454 -0.08867 -2.35031 -0.046
C 3.14836 -0.38594 -1.37919 -0.148
N 2.58754 0.72704 -0.90991 0.005
H 4.46082 7.29271 -2.41421 0.074
H 5.41247 5.90678 -2.94650 0.070
H 5.67165 6.59410 -1.34351 0.078
H 2.79084 6.93288 -0.43905 0.113
H 1.13449 5.39695 0.47377 0.106
H -0.74317 4.67758 -0.95355 0.122
H -2.93026 5.30592 -0.03352 0.113
H -4.49164 5.30930 1.93224 0.074
H -4.25437 4.15808 3.25352 0.076
H -4.93260 3.61640 1.72024 0.077
H -2.36874 2.53656 3.16505 0.121
H -0.38738 2.44067 4.51658 0.128
H 1.19586 0.31633 5.19798 0.095
H 1.92666 -0.74012 2.75631 0.099
H 4.72843 3.69442 -2.36429 0.096
H 4.65249 1.92013 -3.09468 0.114
H 4.71744 -0.77186 -2.91425 0.097
H 2.81724 -1.34523 -1.00757 0.015
C -3.76759 -0.85132 3.43585 -0.104
C -2.52455 -1.40504 3.15553 -0.095
C -1.88979 -1.12145 1.95051 -0.130
C -2.47718 -0.28419 0.99493 -0.334
C -3.73286 0.25634 1.29787 -0.123
C -4.37384 -0.02091 2.50031 -0.101
Si -1.60324 0.17155 -0.63570 0.650
C -2.08946 -1.16461 -1.88731 -0.335
C -1.72753 -2.50390 -1.69202 -0.133
C -2.11856 -3.49641 -2.58147 -0.102
C -2.88026 -3.16929 -3.69795 -0.102
C -3.24855 -1.84758 -3.91271 -0.097
C -2.85821 -0.85864 -3.01413 -0.117
H -4.26191 -1.06553 4.37672 0.096
H -2.04285 -2.04979 3.88343 0.096
H -0.91294 -1.55553 1.75701 0.037
H -4.21296 0.91477 0.57816 0.092
H -5.34520 0.41366 2.71026 0.097
H -2.41734 1.34422 -1.08566 -0.024
H -1.13318 -2.77382 -0.82096 0.046
H -1.83211 -4.52867 -2.40415 0.090
H -3.18869 -3.94053 -4.39430 0.096
H -3.84556 -1.58566 -4.77925 0.097
H -3.15827 0.17022 -3.19044 0.088
C 1.51448 -3.87453 -2.39497 -0.088
N 1.26093 -4.84174 -1.33558 -0.205
C 1.78338 -6.17625 -1.62094 -0.050
C 1.03667 -4.41866 -0.06264 -0.759
S 1.25683 -2.82080 0.39537 0.716
N 0.60765 -5.37839 0.81575 -0.219
C 0.60346 -5.08215 2.24071 -0.103
C -0.47711 -6.28645 0.43216 -0.049
H 1.34931 -4.36896 -3.35208 0.094
H 2.54344 -3.50299 -2.35499 0.085
H 0.84051 -3.02823 -2.31116 0.056
H 2.73049 -6.07600 -2.15522 0.091
H 1.10151 -6.75603 -2.24585 0.090
H 1.97056 -6.71754 -0.69948 0.088
H 1.55435 -4.65437 2.54090 0.070
H 0.44354 -6.01890 2.77377 0.088
H -0.18944 -4.37699 2.50464 0.079
H -0.63452 -6.28100 -0.63888 0.072
H -1.40755 -5.96183 0.90710 0.097
H -0.26225 -7.30602 0.75509 0.091
```